No. 1
This record from OMol25 describes one molecule with the formula C5H5N. The level of theory is ωB97M-V/def2-TZVPD.

Each line ends with the Mulliken charge.
Geometry (Å):
C 1.594 -0.952 -0.056  -0.651
C 0.853 0.122 0.250  -0.356
C -0.638 0.283 -0.052  0.570
C -1.219 1.460 -0.029  -0.847
C -1.298 -1.038 0.090  0.247
H 1.397 -1.977 -0.164  0.349
H 2.659 -0.772 -0.402  0.191
H 1.322 1.022 0.592  0.349
H -2.220 1.538 0.106  0.343
H -0.761 2.451 -0.368  0.256
N -1.689 -2.138 0.032  -0.450

Forces on atoms 1 to 6 (eV/Å):
C 2.280 1.764 -0.668
C -1.075 -0.578 -1.936
C 2.116 -2.594 2.956
C 1.749 2.141 -1.687
C -0.819 -0.891 -0.717
H -1.424 -0.985 -0.511

- relative energy (zero: lowest compared OMol25 entry of this formula, charge and spin) (kcal/mol) = 63.4
- 2S+1 = 1
- HOMO (Eh) = -0.3483
- structure (SMILES) = C=CC(=C)C#N

No. 2
This record from OMol25 describes C5H5N as an isolated structure. The level of theory is ωB97M-V/def2-TZVPD.

Each line ends with the Mulliken charge.
Geometry (Å):
C -1.513 0.229 0.617  -0.408
C -1.597 0.212 -0.706  -0.381
C 1.454 1.041 0.076  -0.073
C 0.760 -1.017 -0.082  -0.365
C -0.251 0.159 -0.073  0.241
N 1.993 -0.103 0.097  -0.474
H -2.088 0.346 1.637  0.286
H -2.198 0.381 -1.592  0.342
H 1.877 2.063 0.215  0.311
H 0.631 -1.694 0.767  0.262
H 0.932 -1.617 -0.957  0.258

Forces on atoms 1 to 6 (eV/Å):
C -2.030 0.405 1.054
C 0.411 0.767 1.533
C -3.361 -1.519 -0.151
C 1.759 1.785 1.057
C 2.527 0.635 -0.604
N -0.572 -0.565 0.052

- relative energy (zero: lowest compared OMol25 entry of this formula, charge and spin) (kcal/mol) = 126.4
- 2S+1 = 1
- HOMO (Eh) = -0.3057

No. 3
This record from OMol25 describes one molecule with the formula C5H5N. The level of theory is ωB97M-V/def2-TZVPD.

Each line ends with the Mulliken charge.
Geometry (Å):
C -1.373 -1.048 0.233  -1.033
C -0.902 0.351 0.062  0.153
C 0.375 0.817 0.123  -0.109
C 1.444 -0.101 0.174  -0.554
C 2.738 0.425 0.214  0.293
N 3.853 0.735 0.371  -0.389
H -0.709 -1.648 0.851  0.341
H -1.491 -1.575 -0.718  0.274
H -2.366 -1.022 0.679  0.357
H 0.519 1.894 0.126  0.307
H -1.690 1.085 -0.095  0.360

Forces on atoms 1 to 6 (eV/Å):
C -0.063 -0.120 0.094
C -0.052 -0.083 -0.042
C -0.026 0.066 0.086
C -0.031 -0.220 0.140
C 0.649 0.165 0.247
N -0.710 -0.157 -0.229

- relative energy (zero: lowest compared OMol25 entry of this formula, charge and spin) (kcal/mol) = 90.3
- 2S+1 = 1
- HOMO (spin up / spin down) (Eh) = -0.3272 / -0.3273

No. 4
This record from OMol25 describes one molecule with the formula C5H5N. The level of theory is ωB97M-V/def2-TZVPD.

Each line ends with the Mulliken charge.
Geometry (Å):
C 0.322 -1.271 -0.508  -1.271
C 0.364 0.065 0.262  0.699
C -0.562 1.077 -0.287  -0.738
C -1.087 2.027 -0.810  0.014
C 0.155 -0.147 1.708  0.080
N 0.023 -0.333 2.842  -0.407
H 0.579 -1.089 -1.555  0.356
H 1.039 -1.981 -0.086  0.348
H -0.675 -1.720 -0.468  0.320
H 1.376 0.486 0.169  0.184
H -1.534 2.886 -1.266  0.413

Forces on atoms 1 to 6 (eV/Å):
C -0.041 -0.097 -0.070
C -0.048 -0.076 -0.009
C 0.229 0.717 -0.332
C 0.182 -0.518 0.286
C -0.216 -0.164 0.990
N 0.130 0.171 -1.160

- relative energy (zero: lowest compared OMol25 entry of this formula, charge and spin) (kcal/mol) = 50.6
- 2S+1 = 1
- HOMO (Eh) = -0.3938
- structure (SMILES) = C#C[C@H](C)C#N

No. 5
This record from OMol25 describes one molecule with the formula C5H5N. The level of theory is ωB97M-V/def2-TZVPD.

Each line ends with the Mulliken charge.
Geometry (Å):
C 1.042 0.864 0.838  -0.984
C 0.599 -0.358 0.042  -0.219
C -0.068 -0.137 -1.227  -0.108
C -1.086 -0.175 -1.914  -0.332
C -2.159 -0.660 -1.147  0.630
N -2.790 -1.076 -0.263  -0.466
H 0.308 1.670 0.744  0.325
H 2.019 1.237 0.521  0.311
H 1.102 0.585 1.893  0.295
H -0.316 -0.800 0.518  0.229
H 1.350 -1.151 -0.005  0.317

Forces on atoms 1 to 6 (eV/Å):
C 0.036 0.078 0.063
C 0.024 -0.075 0.071
C -0.491 -0.082 -0.151
C 0.466 -0.017 0.465
C -0.776 -0.398 0.739
N 0.052 0.366 -1.174

- relative energy (zero: lowest compared OMol25 entry of this formula, charge and spin) (kcal/mol) = 87.1
- 2S+1 = 1
- HOMO (Eh) = -0.3789
- structure (SMILES) = CCC#CC#N

No. 6
This record from OMol25 describes one molecule with the formula C5H5N. The level of theory is ωB97M-V/def2-TZVPD.

Each line ends with the Mulliken charge.
Geometry (Å):
C 2.241 0.076 -0.030  0.258
C 0.526 -1.632 0.708  -0.497
C 0.331 -1.572 -0.595  -0.422
C 0.933 -0.319 0.096  0.412
C -0.039 1.169 -0.136  -0.955
N 3.274 0.555 0.025  -0.424
H 0.495 -2.399 1.476  0.353
H -0.141 -2.073 -1.418  0.369
H -0.389 0.933 -1.190  0.297
H 0.617 2.107 -0.064  0.313
H -0.771 1.236 0.686  0.296

Forces on atoms 1 to 6 (eV/Å):
C 1.654 0.297 0.120
C -0.433 -0.489 -2.195
C 0.587 0.738 2.869
C -4.612 0.865 -1.328
C 2.023 -1.816 0.376
N 1.377 0.395 -0.214

- relative energy (zero: lowest compared OMol25 entry of this formula, charge and spin) (kcal/mol) = 94.1
- 2S+1 = 1
- HOMO (Eh) = -0.3645
- structure (SMILES) = CC1(C#N)C=C1

Look up the 2S+1 of the fourth one.
1

What is the relative energy (zero: lowest compared OMol25 entry of this formula, charge and spin) in the sixth record?
94.1 kcal/mol

Repeat the second record exactly.
This record from OMol25 describes C5H5N as an isolated structure. The level of theory is ωB97M-V/def2-TZVPD.

Each line ends with the Mulliken charge.
Geometry (Å):
C -1.513 0.229 0.617  -0.408
C -1.597 0.212 -0.706  -0.381
C 1.454 1.041 0.076  -0.073
C 0.760 -1.017 -0.082  -0.365
C -0.251 0.159 -0.073  0.241
N 1.993 -0.103 0.097  -0.474
H -2.088 0.346 1.637  0.286
H -2.198 0.381 -1.592  0.342
H 1.877 2.063 0.215  0.311
H 0.631 -1.694 0.767  0.262
H 0.932 -1.617 -0.957  0.258

Forces on atoms 1 to 6 (eV/Å):
C -2.030 0.405 1.054
C 0.411 0.767 1.533
C -3.361 -1.519 -0.151
C 1.759 1.785 1.057
C 2.527 0.635 -0.604
N -0.572 -0.565 0.052

- relative energy (zero: lowest compared OMol25 entry of this formula, charge and spin) (kcal/mol) = 126.4
- 2S+1 = 1
- HOMO (Eh) = -0.3057